(1)
DFT (ωB97M-V/def2-TZVPD) results for a cluster of 2 separate species, C5H10O in total.

```
16
Properties=species:S:1:pos:R:3:nbo_charge:R:1
H 3.2789 -0.1658 0.6408 0.0180
C -0.9760 0.5428 0.8209 -0.4671
H -1.0964 0.0583 1.8015 0.2042
H -1.3033 1.5839 0.9371 0.2102
O 1.4365 1.1477 1.0494 -0.6748
H -2.4297 0.4927 -0.8018 0.2081
C -1.7420 -0.1955 -0.3019 -0.3916
H -0.6328 -1.8212 -1.3134 0.2007
C -0.6701 -0.7249 -1.2963 -0.4140
H -0.8850 -0.4133 -2.3261 0.2031
H 1.1312 1.3007 1.9517 0.4787
C 0.6282 -0.1631 -0.7832 -0.2898
H 1.5878 -0.3161 -1.2650 0.2193
H -2.3530 -1.0098 0.0985 0.2087
H 3.7795 -0.6995 0.4925 -0.0244
C 0.4547 0.5028 0.3556 0.3107
```

Values from the calculation:
SMILES   OC1=CCCC1.[H][H]
ΔE to the lowest compared entry with this formula, charge and spin   35.2 kcal per mole
Total energy   -271.69651 a.u.
Lowest unoccupied orbital energy   0.9 eV
HOMO level   -8.43 eV
Net charge   0

---

(2)
DFT (ωB97M-V/def2-TZVPD) results for the molecule C5H10O.

```
16
Properties=species:S:1:pos:R:3:nbo_charge:R:1
H -2.1174 -0.0439 1.3684 0.2111
H -0.6870 1.5586 -0.0227 0.5033
H 0.1980 -0.0719 1.8359 0.1964
H -0.0408 -0.7372 -1.1833 0.1380
C 0.5443 -0.2694 0.8141 -0.3398
C -0.4820 -0.6112 -0.1934 -0.3048
H -2.9490 1.3749 0.6134 0.1659
H 1.9809 0.7193 -0.5875 0.2091
H -2.9571 -0.2651 -0.1590 0.2269
H 2.2340 -1.4488 1.6396 0.2144
O -1.2424 0.8317 -0.3921 -0.5507
C 1.8013 -1.0696 0.7201 -0.3938
H 1.8704 -1.7511 -0.1236 0.2167
C -2.3972 0.4582 0.4344 -0.2439
C 1.8598 0.4059 0.4472 -0.4578
H 2.3565 1.0354 1.1810 0.2090
```

Values from the calculation:
ΔE to the lowest compared entry with this formula, charge and spin   123.5 kcal per mole
Total energy   -271.55573 a.u.
Lowest unoccupied orbital energy   0.7 eV
HOMO level   -6.85 eV
Net charge   0

---

(3)
DFT (ωB97M-V/def2-TZVPD) results for the molecule C5H10O.

```
16
Properties=species:S:1:pos:R:3:nbo_charge:R:1
C -0.9093 -0.7267 0.5202 -0.4083
H 2.2102 -0.7440 0.7234 0.4752
O 1.4623 -1.3492 0.6476 -0.7321
C 0.0420 2.0295 -0.8963 -0.4170
H 1.3663 0.4776 -1.4319 0.1993
C 0.3458 0.7568 -1.1489 -0.1672
H 0.7883 2.8150 -0.9847 0.1986
H -0.1996 -1.2926 -1.4256 0.2201
H -1.5692 -0.1730 -1.4558 0.2145
H -1.5554 0.0496 0.9574 0.2030
C 0.3647 -0.8344 1.3809 -0.0674
H 0.1704 -1.5036 2.2338 0.1696
H -0.9474 2.3381 -0.5427 0.1897
H -1.4883 -1.6590 0.5703 0.2045
C -0.6177 -0.3972 -0.9564 -0.4498
H 0.5968 0.1632 1.7752 0.1673
```

Values from the calculation:
SMILES   C=CCCCO
ΔE to the lowest compared entry with this formula, charge and spin   27.3 kcal per mole
Total energy   -271.70917 a.u.
Lowest unoccupied orbital energy   0.9 eV
HOMO level   -9.56 eV
Net charge   0

---

(4)
DFT (ωB97M-V/def2-TZVPD) results for the molecule C5H10O.

```
16
Properties=species:S:1:pos:R:3:nbo_charge:R:1
C -0.9274 1.2138 0.7336 -0.1793
H -1.6173 -0.8209 0.7178 0.2083
C 1.7010 -0.9075 -0.4041 -0.2498
H 2.1134 -1.5336 -1.2087 0.1714
C -1.5051 0.0212 0.0214 -0.4771
H 0.7600 1.8693 1.8557 0.1998
C -0.5274 -0.3360 -1.1511 -0.0546
H 1.2606 -1.5530 0.3696 0.1633
O 0.8088 0.0417 -0.9236 -0.5471
C 0.1255 1.0521 1.5296 -0.3779
H -2.5034 0.2149 -0.4000 0.2150
H 0.4544 0.0463 1.8040 0.1794
H 2.5211 -0.3533 0.0713 0.1933
H -1.2484 2.2073 0.4138 0.1996
H -0.8231 0.2429 -2.0319 0.1837
H -0.5927 -1.4052 -1.3975 0.1720
```

Values from the calculation:
SMILES   C=CCCOC
ΔE to the lowest compared entry with this formula, charge and spin   43.1 kcal per mole
Total energy   -271.68395 a.u.
Lowest unoccupied orbital energy   1.1 eV
HOMO level   -9.33 eV
Net charge   0

---

(5)
DFT (ωB97M-V/def2-TZVPD) results for the molecule C5H10O.

```
16
Properties=species:S:1:pos:R:3:nbo_charge:R:1
H -1.8549 -0.5084 -0.4350 0.2242
H 0.0369 1.7772 -1.1647 0.1931
H 0.7829 -1.5178 -1.1634 0.1602
H 1.9408 0.2394 -0.1099 0.2013
C 0.1901 1.0551 0.8652 -0.4041
H 0.2989 -2.6343 0.7745 0.4642
C 0.2069 -1.0531 -0.3493 0.0941
C 1.0996 -0.1207 0.4972 -0.4290
O -0.4054 -2.0654 0.4399 -0.7221
C -0.6009 1.2732 -0.4265 -0.4004
H 1.5191 -0.6437 1.3650 0.2096
H -1.4963 1.8875 -0.2893 0.2124
H -1.0423 -0.2338 -1.9783 0.2118
C -0.9249 -0.1546 -0.8934 -0.4277
H -0.4919 0.7581 1.6717 0.2029
H 0.7411 1.9414 1.1963 0.2096
```

Values from the calculation:
SMILES   OC1CCCC1
ΔE to the lowest compared entry with this formula, charge and spin   3.0 kcal per mole
Total energy   -271.74791 a.u.
Lowest unoccupied orbital energy   1.0 eV
HOMO level   -10.13 eV
Net charge   0

---

(6)
DFT (ωB97M-V/def2-TZVPD) results for a cluster of 2 separate species, C5H10O in total.

```
16
Properties=species:S:1:pos:R:3:nbo_charge:R:1
H -1.1222 1.2608 -0.0397 0.2218
H 2.0923 -0.8242 0.3049 0.2079
C -0.1912 -0.5133 0.9666 -0.2308
O 0.2253 0.7812 -2.3603 -0.9558
H -0.6893 -2.4935 0.1892 0.2090
H -1.1704 -1.1668 -0.8876 0.2176
H 0.5963 0.4102 -1.5443 0.4764
C 1.2257 -0.1975 0.5066 -0.2206
H -0.7755 1.5617 1.6900 0.2088
C 1.0120 1.1220 0.4233 -0.1804
C -1.0733 -1.4667 0.1634 -0.6156
C -0.4506 1.0226 0.7936 -0.4307
H 1.6255 1.9682 0.1208 0.2122
H 0.9891 0.8310 -2.9482 0.4651
H -0.2140 -0.8066 2.0236 0.2033
H -2.0798 -1.4892 0.5983 0.2117
```

Values from the calculation:
SMILES   C[C@H]1C=CC1.O
ΔE to the lowest compared entry with this formula, charge and spin   39.1 kcal per mole
Total energy   -271.69032 a.u.
Lowest unoccupied orbital energy   1.0 eV
HOMO level   -9.67 eV
Net charge   0

---

(7)
DFT (ωB97M-V/def2-TZVPD) results for a cluster of 2 separate species, C5H10O in total.

```
16
Properties=species:S:1:pos:R:3:nbo_charge:R:1
C -1.7442 0.1753 -0.5888 -0.4042
H 2.7007 1.0749 -0.5117 0.2146
H 2.1493 -0.6061 -0.4642 0.2038
H 1.6224 0.5358 0.7847 0.1989
C 1.8444 0.4317 -0.2840 -0.5992
O -1.6879 -1.8227 2.3106 -0.5112
H -2.5276 -0.5697 -0.4779 0.2099
H 0.1784 -1.4353 1.6202 0.1079
H -0.8068 0.0036 2.2986 0.1089
C 0.6303 0.8053 -1.1403 -0.4432
C -0.7699 -1.0809 2.0730 0.2841
H 0.9314 0.8187 -2.1968 0.2117
H -0.2898 -1.2032 -1.1871 0.1953
H 0.2956 1.8209 -0.8954 0.2036
C -0.5136 -0.1555 -0.9727 -0.1730
H -2.0128 1.2073 -0.3682 0.1921
```

Values from the calculation:
SMILES   C=CCC.C=O
ΔE to the lowest compared entry with this formula, charge and spin   38.8 kcal per mole
Total energy   -271.69085 a.u.
Lowest unoccupied orbital energy   0.9 eV
HOMO level   -9.88 eV
Net charge   0

---

(8)
DFT (ωB97M-V/def2-TZVPD) results for the molecule C5H10O.

```
16
Properties=species:S:1:pos:R:3:nbo_charge:R:1
O -0.6380 2.0772 -0.2639 -0.5365
H 2.1272 0.3308 -1.1960 0.2030
C 0.7705 -0.7496 0.2083 -0.3829
C 1.9616 0.1920 -0.1190 -0.6257
H 1.0069 -1.7137 -0.2560 0.2068
H 1.8545 1.1877 0.3258 0.2198
C -1.8565 -0.2296 0.7361 -0.6066
H -2.4111 -1.1716 0.8182 0.2102
H -0.0421 1.0353 -1.8985 0.1099
H 0.7654 -0.9034 1.2928 0.2117
C -0.4646 1.0471 -0.8712 0.4546
H -1.5711 0.0991 1.7393 0.2168
H -0.9843 -1.0132 -1.0557 0.2108
H 2.8865 -0.2427 0.2796 0.2178
H -2.5711 0.5175 0.3657 0.2220
C -0.6797 -0.3127 -0.2660 -0.3318
```

Values from the calculation:
SMILES   CC[C@@H](C)C=O
ΔE to the lowest compared entry with this formula, charge and spin   17.9 kcal per mole
Total energy   -271.72402 a.u.
Lowest unoccupied orbital energy   1.0 eV
HOMO level   -9.64 eV
Net charge   0

---

(9)
DFT (ωB97M-V/def2-TZVPD) results for the molecule C5H10O.

```
16
Properties=species:S:1:pos:R:3:nbo_charge:R:1
H -0.0457 1.5510 0.5762 0.2108
C 0.1945 0.4873 0.5770 -0.2428
C -0.0995 0.1611 -1.9167 -0.0561
H -1.7947 0.1275 -0.9886 0.4660
C -0.7431 -0.4163 1.3377 -0.4345
O -1.3997 -0.3601 -1.7229 -0.7164
H 0.6545 0.5813 2.7539 0.2158
H 0.3063 -0.3727 -2.7823 0.1812
C 0.6098 -0.0879 1.8998 -0.4146
H 1.7625 0.4880 -0.9040 0.2102
C 0.8122 -0.0243 -0.7054 -0.4224
H -1.6187 0.0087 1.8209 0.2145
H -0.8956 -1.4125 0.9299 0.2220
H 1.0412 -1.0907 -0.5877 0.2024
H -0.1510 1.2277 -2.1898 0.1508
H 1.3670 -0.8683 1.9021 0.2132
```

Values from the calculation:
SMILES   OCCC1CC1
ΔE to the lowest compared entry with this formula, charge and spin   26.0 kcal per mole
Total energy   -271.71122 a.u.
Lowest unoccupied orbital energy   1.1 eV
HOMO level   -10.01 eV
Net charge   0

---

(10)
DFT (ωB97M-V/def2-TZVPD) results for the molecule C5H10O.

```
16
Properties=species:S:1:pos:R:3:nbo_charge:R:1
O -1.1774 0.1633 0.6508 -0.5336
C 1.6492 -0.8698 -0.0331 -0.6185
H 0.7244 2.5592 -0.3514 0.2155
C 0.6317 1.5817 0.1084 -0.4423
C 1.1242 0.3958 -0.6396 -0.2563
H 0.7749 1.5409 1.1874 0.2319
C -0.4454 0.7337 -0.3932 0.0631
H 1.8396 -1.6357 -0.7987 0.2094
H 0.8990 -1.2705 0.6547 0.2123
C -2.2156 -0.7863 0.5193 -0.2384
H -2.8181 -0.6388 -0.3845 0.1731
H 1.6514 0.6956 -1.5665 0.2050
H -0.5987 0.6664 -1.4544 0.2160
H -2.8817 -0.6751 1.3898 0.1907
H 2.5792 -0.7075 0.5095 0.2023
H -1.8099 -1.8032 0.5463 0.1698
```

Values from the calculation:
SMILES   CO[C@H]1C[C@H]1C
ΔE to the lowest compared entry with this formula, charge and spin   66.8 kcal per mole
Total energy   -271.64624 a.u.
Lowest unoccupied orbital energy   1.1 eV
HOMO level   -8.14 eV
Net charge   0

---

(11)
DFT (ωB97M-V/def2-TZVPD) results for a cluster of 2 separate species, C5H10O in total.

```
16
Properties=species:S:1:pos:R:3:nbo_charge:R:1
H -2.2387 -1.9729 0.1317 0.2228
H 0.5071 -1.1200 0.6448 0.2646
O 0.3421 2.6980 -0.1705 -0.5481
H -2.1525 -0.4654 1.0859 0.2139
C 0.0771 0.5429 -0.5041 0.1962
C -0.4986 1.7974 -0.1929 0.2120
C 2.3166 -0.4540 -0.2923 -0.5811
C -2.3114 -0.8836 0.0870 -0.8400
H 1.1798 0.3659 1.3625 0.2028
H 2.9687 -1.0244 0.3754 0.2102
C 0.9917 -0.1577 0.4153 -0.5681
H -1.5626 -0.5316 -0.6358 0.2172
H 2.8053 0.4922 -0.5443 0.2186
H -1.5901 1.9624 -0.1574 0.1375
H 2.1302 -1.0095 -1.2158 0.2166
H -3.2974 -0.5860 -0.2773 0.2248
```

Values from the calculation:
ΔE to the lowest compared entry with this formula, charge and spin   96.8 kcal per mole
Total energy   -271.59841 a.u.
Lowest unoccupied orbital energy   -0.6 eV
HOMO level   -8.87 eV
Net charge   0

---

(12)
DFT (ωB97M-V/def2-TZVPD) results for a structure of composition C5H10O.

```
16
Properties=species:S:1:pos:R:3:nbo_charge:R:1
H -0.3669 -2.1710 -0.2438 0.2118
C 0.5402 -0.2829 0.4828 -0.2798
H 1.5060 -0.7881 0.5732 0.2148
H 1.2539 0.7385 -1.7587 0.4794
H -1.8183 0.5160 -0.7769 0.2337
H -1.4237 -1.2957 0.8913 0.2130
C 0.3303 0.6699 1.6514 -0.6065
H 1.0844 1.4626 1.6282 0.2306
C -0.6694 -1.1820 0.1114 -0.4012
H 1.1514 -0.2742 -1.7269 0.0001
O 0.6431 1.7154 -1.1126 -0.7881
H 0.3973 0.1355 2.6052 0.2147
H -0.6518 1.1511 1.5962 0.2080
H -1.2529 -0.6238 -2.0286 0.2251
C 0.3203 0.4436 -0.8535 0.3166
C -1.0437 -0.2148 -1.0387 -0.4721
```

Values from the calculation:
ΔE to the lowest compared entry with this formula, charge and spin   105.2 kcal per mole
Total energy   -271.58497 a.u.
Lowest unoccupied orbital energy   0.6 eV
HOMO level   -9.33 eV
Net charge   0

---

(13)
DFT (ωB97M-V/def2-TZVPD) results for the molecule C5H10O.

```
16
Properties=species:S:1:pos:R:3:nbo_charge:R:1
H -1.3682 2.1505 -0.3096 0.1772
C -0.5935 0.0739 -0.2864 0.2079
C -0.8617 -1.2268 0.4415 -0.6346
H 2.8840 0.3209 0.1771 0.2157
C -1.6405 1.0988 -0.2316 -0.1093
H 1.6692 0.1089 1.4453 0.2034
C 0.8524 0.4868 -0.5505 -0.4165
O -1.4430 0.3265 -1.4062 -0.4971
H -0.1979 -2.0307 0.1126 0.2129
H -1.8935 -1.5385 0.2568 0.2282
H 1.9746 -1.1871 0.2789 0.2050
H 0.9131 1.5813 -0.5313 0.2064
H -0.7282 -1.0960 1.5211 0.2154
C 1.8976 -0.1012 0.3952 -0.6092
H 1.0864 0.1877 -1.5793 0.2182
H -2.5696 0.8996 0.3045 0.1765
```

Values from the calculation:
SMILES   CC[C@@]1(C)CO1
ΔE to the lowest compared entry with this formula, charge and spin   27.5 kcal per mole
Total energy   -271.70878 a.u.
Lowest unoccupied orbital energy   1.0 eV
HOMO level   -10.07 eV
Net charge   0

---

(14)
DFT (ωB97M-V/def2-TZVPD) results for a structure of composition C5H10O.

```
16
Properties=species:S:1:pos:R:3:nbo_charge:R:1
C 0.9065 -0.2024 -0.5882 -0.5057
C -1.1986 0.7870 0.4299 -0.5044
H 2.0690 1.1990 0.5696 0.2026
H -1.9082 -0.2065 -1.4425 0.2193
O -0.0876 -1.0979 1.3894 -0.6271
H -0.9706 1.7078 -0.1292 0.2184
H -2.9077 -0.5554 0.0540 0.2352
H 3.0457 0.1804 -0.5169 0.2135
H 0.6532 0.5038 -1.3908 0.2057
C 2.1806 0.1948 0.1425 -0.5985
H -1.3948 -1.2636 -0.0221 0.2656
H 0.9968 -1.2010 -1.0287 0.2268
H -1.6788 1.0256 1.3822 0.2307
H 2.3257 -0.5092 0.9666 0.2299
C -0.0973 -0.2142 0.5431 0.6076
C -1.9339 -0.3483 -0.3590 -0.6198
```

Values from the calculation:
ΔE to the lowest compared entry with this formula, charge and spin   34.1 kcal per mole
Total energy   -271.69822 a.u.
Lowest unoccupied orbital energy   1.0 eV
HOMO level   -9.29 eV
Net charge   0

---

(15)
DFT (ωB97M-V/def2-TZVPD) results for the molecule C5H10O.

```
16
Properties=species:S:1:pos:R:3:nbo_charge:R:1
C -0.4227 1.8766 -1.4371 -0.5968
H 0.1968 2.6702 -1.0118 0.2265
H -0.4470 -0.3075 -1.4288 0.2035
O 0.8383 1.2980 1.1103 -0.5526
H 1.1693 0.4143 -1.4231 0.2306
C 0.4794 -1.9030 1.1804 -0.6021
H 0.2591 -2.5648 2.0201 0.2197
H -1.4389 2.0011 -1.0478 0.2031
H -1.4155 -0.9345 0.7041 0.2113
H 1.5161 -1.5692 1.2947 0.2153
H -0.6763 -0.3784 2.2219 0.2275
C 0.2212 0.4580 0.4893 0.6116
C 0.1510 0.5194 -1.0286 -0.5114
C -0.4659 -0.6898 1.1944 -0.5055
H -0.4553 1.9927 -2.5235 0.2112
H 0.4017 -2.4816 0.2528 0.2081
```

Values from the calculation:
SMILES   CCC(=O)CC
ΔE to the lowest compared entry with this formula, charge and spin   3.8 kcal per mole
Total energy   -271.74651 a.u.
Lowest unoccupied orbital energy   1.0 eV
HOMO level   -9.48 eV
Net charge   0